The following is a DFT calculation (the ωB97M-V functional and the def2-TZVPD basis) of C56H40Cl2GeN4O4PTa as an isolated structure at a distorted geometry.

Properties
Highest occupied orbital energy: -6.7 eV
Molecular weight: 1188.4 g mol⁻¹

```
109
Properties=species:S:1:pos:R:3:forces:R:3
Ta -0.44332 -0.34640 0.66621 3.64 -0.46 2.08
Ge 0.37248 3.21751 1.88733 0.37 -0.56 -0.18
Cl 5.59330 -2.66453 -0.87860 -0.12 -0.25 -0.30
Cl 4.71501 -4.47144 1.63429 0.33 0.03 0.19
P -0.60402 -2.82113 -2.42916 1.18 1.74 1.11
O -1.83549 -1.55937 -0.18215 -1.97 -0.23 0.00
O 1.23449 -3.30459 3.42289 -1.86 1.76 -0.25
O 2.85129 0.63784 -2.09627 -2.31 -0.67 1.04
O -3.68592 -2.32602 0.83412 0.16 0.25 -0.72
N -1.37144 -1.01312 2.68716 -1.80 0.02 0.34
N 0.75027 -1.92440 1.55612 -2.21 0.45 1.86
N 1.41569 -0.51852 -0.53106 -0.11 1.38 -1.36
N -0.60348 0.83870 -1.12338 -0.53 0.58 -2.71
C -0.76952 2.75514 -3.16881 -0.53 -1.04 1.56
C 3.31107 -4.45868 -1.77852 1.84 0.45 0.00
C -2.78735 5.79448 1.06641 0.77 0.00 0.09
C 2.20595 -3.51547 -2.33803 0.06 0.39 1.13
C -3.70609 -5.35173 -3.05559 0.67 -0.53 -1.01
C -2.50654 -4.63585 -3.21795 -0.99 0.16 1.29
C 0.74651 -3.95043 -2.04040 0.69 -0.76 1.25
C 3.95511 -3.29600 -0.86774 -1.60 -0.85 -0.49
C -2.16575 -3.68207 -2.23162 -1.03 -0.32 -0.54
C -4.52870 -5.20998 -1.93615 0.44 -0.30 -0.41
C 2.86997 -2.34562 -1.46198 0.51 0.58 0.47
C 2.06745 -1.72577 -0.39187 -1.32 -2.15 2.56
C -0.00550 2.92154 6.08523 -0.22 -0.11 1.06
C -0.35741 5.19228 -0.15294 -1.09 0.06 -0.58
C -4.21233 -4.26106 -1.00039 0.70 0.97 -0.08
C 2.60767 5.10348 1.30221 -1.18 -0.15 -0.96
C -2.93051 -2.36592 -0.11896 1.29 0.41 1.06
C 3.84969 5.47371 0.79939 0.05 -0.02 0.37
C 0.46143 -1.24713 -4.53838 -0.08 -0.01 0.02
C -0.05699 4.25894 6.52663 0.35 -0.99 -0.35
C 4.75217 4.46115 0.47893 0.10 0.23 -0.38
C 0.53624 1.29043 -1.75409 -1.24 0.08 0.64
C 4.36974 3.13281 0.56357 0.69 -0.75 -0.03
C -3.18429 -1.03691 4.27458 -0.15 0.45 -0.20
C -0.00486 3.66735 3.77540 0.17 -0.41 0.60
C 0.50998 -2.46839 2.84422 2.66 -0.66 -1.60
C -1.81789 1.14886 -1.70651 2.06 -0.33 1.35
C -0.07446 5.27755 5.59599 -0.77 0.09 -0.31
C 0.43677 -0.71933 -5.83141 -0.58 -0.16 -0.10
C 3.52815 -4.13512 0.40967 -0.45 0.02 -1.68
C 1.59311 -5.08392 -0.01431 -0.60 -0.67 1.42
C -1.24828 -2.42441 4.61902 -0.01 0.65 -0.47
C -1.76671 -2.13677 -4.83211 0.44 0.59 -0.64
C 0.26469 1.26423 1.69269 -1.72 -0.27 -0.70
C 2.98592 -5.28586 -0.52601 1.68 0.92 0.55
C -3.09830 -3.41153 -1.19890 0.48 -0.58 0.21
C -0.77290 4.47952 0.97989 0.18 -0.35 -0.56
C 2.10412 -3.86656 0.92383 1.12 -1.16 0.18
C -0.72066 -1.94213 3.42017 -1.99 0.96 0.51
C 0.53875 -4.84225 -1.00227 -1.00 0.95 -2.28
C -1.78189 -1.60525 -6.12783 0.38 0.85 0.98
C 0.46335 2.34844 -2.67162 -0.17 -0.86 -0.32
C 2.15560 3.75635 1.23131 0.86 -0.21 1.33
C -2.46572 -1.91824 5.07319 0.43 -0.32 -0.78
C 3.08921 2.73517 0.92930 -0.25 1.80 -0.10
C -2.34218 6.57191 -0.00278 0.13 -0.80 -0.10
C -1.99075 4.74575 1.56013 -1.17 0.99 -0.45
C 1.65446 -2.50608 0.71463 1.69 2.07 -2.99
C -2.63385 -0.59465 3.08942 1.98 -0.67 -0.78
C -0.04462 2.62285 4.73395 0.56 0.90 -0.17
C -1.15021 6.23401 -0.65980 -0.29 -0.66 0.68
C -0.70829 -0.87153 -6.63047 0.44 -0.45 -0.13
C -1.91356 2.08436 -2.67486 0.11 1.13 -1.18
C -0.61088 -2.01108 -4.03071 -0.56 -0.79 -1.44
C -0.08091 4.99903 4.23202 0.41 -0.88 -0.41
C 1.77337 0.43518 -1.49213 0.72 -0.11 1.07
H 1.89047 5.90716 1.57582 0.51 -0.67 -0.12
H -4.17723 -0.66744 4.53889 0.36 -0.25 0.07
H -0.21057 6.29098 5.93371 0.23 0.28 0.04
H -2.90045 -2.26981 5.98043 -0.12 -0.19 0.57
H 3.49960 -6.22046 -0.34652 -0.26 -0.49 -0.58
H -0.65241 -3.17290 5.10619 -0.05 -0.17 0.42
H 5.76044 4.67877 0.11771 -0.34 0.10 0.16
H -2.99096 7.32884 -0.41680 0.04 0.24 0.07
H 2.11419 -4.08747 2.00808 -0.40 -0.29 -1.07
H 0.07217 2.08813 6.82503 -0.21 0.83 -0.64
H -0.45837 -5.34072 -0.93031 0.79 0.76 0.39
H -3.95532 -6.09828 -3.82316 -0.01 0.35 0.39
H -0.91989 6.71549 -1.59385 0.30 0.20 -0.12
H -0.00859 1.57699 4.44979 -0.02 0.12 -0.16
H 2.82366 1.69445 0.97341 -0.17 -0.27 -0.04
H 4.02844 -4.84838 -2.50170 -0.47 -0.48 -0.11
H 5.12989 2.37654 0.34368 -0.34 0.16 0.00
H 1.30983 -5.90918 0.64014 -0.07 0.03 0.03
H -0.75821 -0.48397 -7.66343 0.14 -0.15 0.74
H 3.34062 -1.53796 -2.04856 -0.20 -0.61 -0.03
H -0.88268 3.53317 -3.89346 0.13 0.28 -0.33
H -2.66599 0.57309 -1.39881 -0.31 -0.06 0.50
H -0.04869 4.49305 7.57988 -0.01 -0.04 0.12
H 2.36691 -3.29879 -3.39405 -0.25 -0.12 -0.02
H -3.17751 0.04589 2.38373 0.40 -0.17 0.47
H 0.45136 4.79120 -0.75575 0.36 0.41 0.31
H -2.68398 -1.62528 -6.68798 -0.64 -0.30 -0.49
H -2.67152 -2.60600 -4.44868 0.37 0.04 -0.21
H -5.37359 -5.87196 -1.78912 0.00 0.08 -0.10
H -0.10275 5.79488 3.48690 0.02 -0.02 0.30
H 1.37947 2.70663 -3.09867 0.37 0.12 -0.02
H 4.08977 6.53832 0.68201 0.08 -0.53 0.20
H 1.32580 -1.01085 -3.92292 0.01 -0.32 0.04
H 1.31606 -0.20948 -6.22085 -0.22 0.05 0.18
H -2.90707 2.28937 -3.04315 0.03 0.14 -0.28
H -4.76986 -4.11649 -0.08722 -0.21 0.02 -0.11
H -1.84742 -4.71638 -4.08285 -0.30 -0.45 0.26
H -2.38357 4.12829 2.36206 0.21 0.15 0.13
H -3.71448 6.03542 1.55479 -0.33 -0.02 0.02
H 0.58103 0.91177 2.69144 0.11 -0.19 -0.25
```
Positions in Å, forces in eV/Å.

Results of the Mulliken charge analysis, in e, for atoms 1 through 99: 0.5194 2.8906 -0.2271 -0.2379 2.1204 -0.3717 -0.7985 -0.7854 -0.6945 0.6188 -0.4392 0.7338 1.4889 -0.5623 -0.3379 -0.7369 -1.2775 -0.7827 -0.7751 0.0660 -0.1883 0.5403 -0.6714 -0.2309 -0.7722 -0.5554 -0.3781 -1.1231 -0.1982 0.2914 -0.6046 0.0814 -0.4821 -0.5796 0.8683 -0.4201 -0.7351 0.2915 0.3397 -0.4390 -0.7145 -0.9099 0.2381 -0.5908 -0.7919 -1.0124 -0.9933 -0.5765 -0.0001 0.1965 -1.1465 0.2435 -1.3632 -0.9259 -1.1281 0.0916 -0.6087 -0.5562 -0.6054 -0.3110 -0.1084 -0.4697 -0.4511 -0.6655 -0.5953 -0.9413 0.5226 -0.3697 -0.5796 0.2537 0.4651 0.3895 0.4877 0.4487 0.6071 0.3543 0.3770 1.4563 0.3388 0.4494 0.3843 0.4230 0.0573 0.3092 0.5847 0.3795 0.7103 0.3721 1.5789 0.6429 0.4852 0.3803 0.7605 0.4298 0.5112 0.4308 0.4489 0.4124 0.2886